117
Properties=species:S:1:pos:R:3:forces:R:3:mulliken_charge:R:1 method="wB97M-V/def2-TZVPD" energy_ha=-4875.95946 homo_ev=-4.6 lumo_energy_ev=1.67 relative_energy_kj_mol=381.1 charge=-1
Hf -0.11268 0.74850 -0.94570 -0.1842 -0.0569 -0.0420 -1.731
S -0.54450 3.45704 -0.02999 -0.5523 -0.1626 -0.6724 -0.687
P 1.25164 3.04194 0.71156 1.0691 0.5202 1.3646 1.643
C 1.50572 1.41052 0.63020 -0.2882 0.5425 -1.0913 0.045
P 1.59861 0.06147 1.51993 1.1894 0.3353 2.8533 1.907
S 0.22479 -1.19914 1.00151 -1.2163 -1.3671 -0.6901 -0.631
C 1.58538 0.36876 3.41890 2.3045 0.4321 -1.9359 0.359
C 2.71901 0.97687 4.00398 -0.0699 0.1613 -1.3989 -0.360
C 2.67568 1.36696 5.32368 0.7014 0.5772 -0.6244 -0.560
C 1.53849 1.15719 6.08614 0.1685 0.3089 1.3316 -0.394
C 0.48162 0.47819 5.55975 -0.4460 -0.5199 -1.0406 -0.973
C 0.53753 0.10363 4.19709 -2.2373 -0.2929 1.5185 0.025
C 3.22572 -0.74162 1.45051 -0.4934 0.5068 -0.2767 0.249
C 4.25702 0.00429 0.92032 -0.2594 -0.1637 0.4190 -0.015
C 5.54949 -0.48501 0.97190 -1.2741 0.1170 -0.1186 -0.875
C 5.77628 -1.73390 1.46864 -0.4009 -0.8888 0.7580 -0.649
C 4.70806 -2.50191 2.06630 1.7603 0.1626 -1.4984 -0.619
C 3.43547 -1.99715 2.00744 -1.9863 -1.1715 1.2450 -0.494
C 1.26660 3.81125 2.47353 -0.5796 -1.4044 -2.0893 0.353
C 2.35561 4.32994 3.11152 0.3705 0.7081 -1.0522 -0.241
C 2.14003 5.08321 4.24431 1.5771 -0.1798 1.2884 -0.739
C 0.92810 5.02425 4.89611 -0.7620 1.2430 0.3539 -0.558
C -0.16557 4.41735 4.28258 -0.3849 -0.4669 0.1797 -0.557
C 0.01353 3.81208 3.04573 -0.3382 -0.2919 0.4279 0.721
C 2.58637 3.93040 -0.21684 -0.5261 -0.2002 -0.0953 0.790
C 3.94902 3.74415 0.04078 0.5332 0.1158 0.3325 -0.188
C 4.92323 4.53388 -0.58152 -1.4113 0.6638 -0.7025 -1.298
C 4.49767 5.40018 -1.62694 1.6589 -0.3159 0.5600 -0.387
C 3.17562 5.48667 -1.93714 -0.4648 0.2055 -1.6134 -0.724
C 2.20739 4.76835 -1.24769 0.8207 0.9009 0.5941 -0.670
H 3.54397 1.22741 3.29247 -0.4084 -0.2008 1.0936 0.209
H 3.50566 1.94148 5.71219 0.0506 -0.0587 0.2035 0.362
H 1.49715 1.55734 7.11047 0.0521 -0.3190 -0.4608 0.334
H -0.40860 0.23511 6.13232 0.1054 0.1754 -0.0010 0.438
H -0.33762 -0.32278 3.74234 -0.3133 -0.3707 -0.0541 0.463
H 4.04780 0.97419 0.49777 -0.1479 0.0629 -0.1120 0.100
H 6.28493 0.15559 0.57819 1.2558 0.3008 -0.4527 0.564
H 6.80145 -2.05638 1.34042 -0.0619 -0.6673 0.5311 0.368
H 4.91073 -3.52606 2.37377 -0.0590 0.2840 0.2228 0.360
H 2.50585 -2.59135 2.44868 2.1422 1.3034 -1.0202 0.112
H 3.29295 4.24359 2.57453 0.2683 0.3601 0.4101 0.335
H 2.97625 5.62704 4.72826 -0.5390 -0.4250 -0.3865 0.312
H 0.82424 5.60725 5.83057 -0.1231 -0.5502 -0.5528 0.321
H -1.15640 4.39100 4.74834 0.4372 0.0725 -0.0170 0.393
H -0.75541 3.26347 2.48840 -0.0525 0.6372 0.5263 -0.798
H 4.25206 2.97977 0.76187 -0.0592 0.4152 0.0064 0.310
H 5.93351 4.58977 -0.22713 0.4238 -0.4699 -0.0584 0.443
H 5.20490 6.00079 -2.24335 -0.3677 -0.5728 0.8093 0.313
H 2.94968 6.07106 -2.84994 -0.3463 -0.2249 0.8356 0.325
H 1.18914 5.01019 -1.40405 -0.9295 -0.2600 -0.3388 0.493
S -2.02724 1.55138 -2.66812 0.4779 0.1526 -0.4993 -0.302
C -3.41116 1.56550 -1.70265 -1.3607 1.5453 -0.2092 0.829
N -4.52439 2.17487 -1.97030 -0.0093 0.3589 -1.2902 -0.907
N -5.62426 2.08065 -1.10056 1.6227 -0.1527 0.4765 0.068
C -5.79593 2.76904 0.08900 -1.9041 -1.2020 0.0950 0.519
C -4.77647 3.19245 0.94115 0.1293 0.3276 0.6922 0.354
C -5.08426 3.73680 2.22433 -0.8708 -0.8227 -0.5622 -0.479
C -6.45018 3.86827 2.61462 0.8294 0.7705 -0.6701 -0.619
C -7.45917 3.55575 1.70028 1.7075 -2.2163 -1.5005 -0.507
C -7.16441 2.84211 0.51049 0.7748 1.8573 0.3933 -0.759
N -3.43234 0.95318 -0.47411 -0.7067 -0.8497 0.4625 -0.977
N -2.37628 0.52588 -0.03917 1.1129 -0.2766 0.1155 1.296
C -2.68332 -0.11788 1.17443 -0.3230 0.7609 3.3890 -0.124
C -2.60498 0.60619 2.37641 -0.2685 -1.5201 0.4917 0.155
C -3.01213 0.03097 3.61862 0.4953 1.7753 0.1364 -0.777
C -3.52732 -1.23008 3.67672 0.2262 -1.2837 -0.8472 -0.574
C -3.53333 -1.95408 2.45593 -1.1137 0.4017 0.9842 -0.644
C -3.21936 -1.37175 1.24725 0.8816 -2.2662 -1.5700 -0.388
H -6.42535 1.78710 -1.60850 -0.5952 0.3364 -0.1868 0.208
H -3.76419 2.99734 0.56658 -0.2722 0.5253 0.6555 0.201
H -4.28122 3.94225 2.95454 -0.4725 0.0393 -0.6430 0.390
H -6.75930 4.34326 3.54667 0.4193 -0.1970 -0.0969 0.335
H -8.47936 3.64805 1.90029 -1.4249 0.4393 0.7185 0.411
H -7.95635 2.54275 -0.20442 0.4925 0.1698 0.6612 0.211
H -2.17219 1.56607 2.33683 0.3507 1.1013 0.1115 0.358
H -2.93249 0.56902 4.60565 0.0551 -0.1422 -1.4349 0.357
H -3.82785 -1.65005 4.65409 0.1287 0.0587 -0.8612 0.353
H -3.94399 -2.94539 2.41061 0.0495 -0.4066 0.1889 0.460
H -3.16279 -2.04240 0.33817 -0.3864 0.9734 0.9626 0.199
C 5.53266 -0.36711 -3.82071 -0.8628 -0.0043 -0.1256 -1.484
C 4.11080 -0.46334 -3.28254 0.2507 0.3839 -0.5373 0.760
C 3.58948 -1.62605 -2.69381 1.0572 0.6931 -0.4965 -1.248
C 2.47253 -1.47191 -1.91503 -1.3231 -0.4478 0.5128 0.198
N 1.77057 -0.33385 -1.86744 1.8251 0.8215 -0.8858 0.809
C 2.26799 0.71083 -2.67943 -1.7721 -0.8983 -0.0828 0.503
S 1.08769 1.97898 -2.89689 0.6505 -0.5014 0.3200 -0.471
N 3.39963 0.68454 -3.36597 0.5947 -0.9864 0.9718 -0.653
H 5.63623 -0.20539 -4.88138 -0.5600 0.2381 -0.5233 0.352
H 6.09873 -1.24044 -3.64027 0.5013 -1.1460 0.5072 0.418
H 6.04271 0.45581 -3.35882 0.0996 0.5249 0.4220 0.311
H 4.06900 -2.59751 -2.78253 0.1013 0.3233 0.1694 0.376
H 2.14186 -2.36752 -1.34172 -0.2091 1.0286 -0.2296 0.359
C -1.12626 -7.44717 -3.27495 0.1027 -0.2941 0.2775 -1.444
C -2.06021 -6.74201 -4.29958 -1.0753 -0.5294 1.0928 2.322
C -3.55995 -6.98424 -3.97257 -0.0542 -0.5716 1.7792 -1.633
C -1.83264 -7.29997 -5.68658 0.2809 -0.0023 0.3899 -2.182
C -1.76309 -5.28332 -4.16400 0.7384 0.4302 -1.1513 0.593
C -1.27812 -4.62254 -5.29163 0.0630 0.6401 1.6728 -0.556
C -0.77212 -3.31372 -5.17641 -0.2593 -0.0027 -1.9380 -2.142
C -0.82404 -2.67360 -3.98975 -0.6626 -0.2361 2.0930 0.712
O -0.47185 -1.43543 -3.58631 -0.0940 0.5759 0.7003 -0.555
B -0.84309 -1.30096 -2.17007 0.3796 -0.0267 -0.3237 1.383
O -1.40435 -2.54715 -1.75448 0.3903 0.5475 -1.5147 -0.214
C -1.38300 -3.33226 -2.89844 -0.3360 -0.7038 1.3073 0.045
C -1.82120 -4.63076 -2.93725 -0.2587 0.3956 -0.3161 -0.740
H -1.41373 -8.49997 -3.08412 0.2508 0.2924 -0.4490 0.368
H -1.17783 -6.96848 -2.27017 0.1061 -0.1775 -0.8179 0.343
H -0.07002 -7.37832 -3.65509 -0.9291 -0.1788 0.4849 0.324
H -3.87357 -8.02591 -4.17132 0.2658 0.3212 0.1510 0.427
H -4.26121 -6.34612 -4.47756 0.0210 0.4699 -0.7510 0.397
H -3.78767 -6.76789 -2.89352 0.3828 -0.3408 -0.7380 0.290
H -2.30379 -8.26445 -5.73568 0.1556 -0.6786 -0.1307 0.397
H -0.77715 -7.33415 -5.91998 0.3073 -0.2969 -0.1309 0.447
H -2.29352 -6.69358 -6.43387 -0.5679 0.3311 -0.5616 0.551
H -1.32435 -5.21005 -6.17299 0.4742 0.4889 -0.9110 0.414
H -0.47358 -2.72850 -6.03584 0.2642 -0.2230 -0.2214 0.464
H -2.26510 -5.10058 -2.07889 0.0496 -0.0283 0.3521 0.613